Entry 1:
Density functional theory data (ωB97M-V with the def2-TZVPD basis set) for a cluster of 9 separate species, C30H81N3O9 in total.

Energy above the lowest of the compared OMol25 structures with the same formula, charge and spin = 4.315 eV
E_HOMO = -9.4 eV
SMILES = COC[C@H](C)N.COC[C@H](C)N.COC[C@H](C)N.CC(C)O.CC(C)O.CC(C)O.CC(C)O.CC(C)O.CC(C)O
DFT total energy = -2032.7509 a.u.
Net charge = 0

Last column: Löwdin charge in e.
Cartesian coordinates (Å):
C -20.5479 36.5257 -23.9362  -0.077
C -19.9207 35.1704 -23.7504  -0.410
C -19.9065 34.7113 -22.2393  -0.188
O -18.9656 35.4575 -21.4447  -0.191
C -19.1831 35.2662 -20.0747  -0.136
N -20.8807 34.2434 -24.4049  0.024
H -21.6317 36.5044 -24.0502  0.078
H -20.2041 37.0295 -24.8396  0.078
H -20.2863 37.1123 -23.0555  0.077
H -18.9398 35.1797 -24.2256  0.138
H -19.5239 33.6925 -22.1783  0.120
H -20.9202 34.7171 -21.8388  0.122
H -19.2132 34.2067 -19.8201  0.081
H -20.1089 35.7270 -19.7301  0.088
H -18.3182 35.5990 -19.5009  0.087
H -20.6365 33.2760 -24.2480  0.064
H -21.5925 34.4668 -23.7240  0.047
C -22.9325 15.5557 -16.9646  -0.061
C -23.0260 14.8639 -18.3787  -0.386
C -21.7666 13.9999 -18.5902  -0.168
O -20.7112 14.5643 -19.4359  -0.173
C -20.9648 14.5119 -20.7655  -0.166
N -24.3752 14.1657 -18.4947  0.029
H -23.8697 16.0560 -16.7206  0.071
H -22.1258 16.2868 -17.0166  0.075
H -22.6204 14.7722 -16.2741  0.065
H -23.0728 15.6752 -19.1051  0.123
H -22.0540 12.9864 -18.8702  0.112
H -21.3459 13.7294 -17.6217  0.113
H -20.1877 14.7603 -21.4883  0.092
H -21.8188 15.1561 -20.9752  0.078
H -21.3149 13.5042 -20.9890  0.084
H -24.4111 13.2963 -17.9818  0.058
H -24.3597 13.9209 -19.4745  0.054
C -24.2038 28.5444 -17.6414  -0.060
C -23.2800 27.7394 -18.6657  -0.381
C -23.5516 26.1517 -18.5272  -0.246
O -23.0391 25.5650 -17.4033  -0.190
C -23.0936 24.1375 -17.3888  -0.085
N -23.6178 28.1039 -20.0291  0.022
H -24.1997 29.6304 -17.7351  0.063
H -24.2019 28.2329 -16.5968  0.070
H -25.1910 28.3642 -18.0668  0.058
H -22.2572 27.9590 -18.3594  0.128
H -23.0942 25.6771 -19.3953  0.115
H -24.6389 26.0977 -18.5816  0.117
H -24.1519 23.9183 -17.5302  0.092
H -22.6659 23.7215 -16.4766  0.084
H -22.3887 23.6957 -18.0932  0.083
H -22.8490 27.8126 -20.6159  0.068
H -24.3093 27.4572 -20.3810  0.064
C -30.8482 31.5791 -14.1510  -0.055
C -31.7318 30.3573 -14.3278  -0.510
C -31.2883 29.2240 -13.4576  -0.073
O -33.1100 30.6057 -14.1006  -0.052
H -29.7787 31.4679 -14.3299  0.083
H -30.8875 32.1598 -13.2295  0.081
H -31.3008 32.2403 -14.8900  0.074
H -31.7797 30.0381 -15.3689  0.133
H -30.5115 28.5430 -13.8051  0.076
H -32.1154 28.5264 -13.3260  0.075
H -30.9243 29.5087 -12.4704  0.080
H -33.6169 30.1077 -14.7460  0.088
C -14.5403 20.3578 -19.3616  -0.058
C -16.0879 20.1447 -19.3481  -0.475
C -16.6775 19.7890 -20.7436  -0.054
O -16.1485 18.9589 -18.6041  -0.071
H -13.9893 19.4603 -19.6427  0.077
H -14.3730 20.5872 -18.3092  0.074
H -14.2084 21.1424 -20.0415  0.070
H -16.5723 20.9791 -18.8409  0.129
H -17.7420 19.6173 -20.5842  0.073
H -16.1599 18.8871 -21.0703  0.085
H -16.6276 20.5782 -21.4938  0.075
H -16.8125 18.4157 -19.0348  0.076
C -14.7792 26.3616 -23.5960  -0.038
C -14.8729 26.9468 -22.1756  -0.500
C -14.4242 28.3473 -21.9677  -0.090
O -16.2358 27.0769 -21.8073  -0.070
H -15.4356 25.4931 -23.6485  0.078
H -13.7416 26.0577 -23.7344  0.072
H -14.8562 27.0459 -24.4409  0.078
H -14.3396 26.3978 -21.3996  0.133
H -14.3308 28.6039 -20.9125  0.083
H -15.0343 29.0429 -22.5439  0.088
H -13.4352 28.5251 -22.3900  0.076
H -16.3394 26.9856 -20.8573  0.089
C -21.4689 25.3049 -26.6905  -0.066
C -20.7672 26.6431 -27.0557  -0.464
C -21.3994 27.3573 -28.3163  -0.041
O -20.7558 27.4955 -25.9188  -0.060
H -21.0206 24.8165 -25.8252  0.070
H -21.3900 24.6629 -27.5678  0.069
H -22.5332 25.4002 -26.4755  0.076
H -19.7227 26.3783 -27.2200  0.122
H -20.8380 28.2264 -28.6593  0.069
H -22.3171 27.8783 -28.0434  0.071
H -21.6693 26.6456 -29.0966  0.070
H -20.0299 27.1756 -25.3782  0.083
C -16.3959 26.7205 -13.5273  -0.061
C -16.3919 25.3868 -14.3117  -0.533
C -17.0201 24.2817 -13.4437  -0.053
O -17.1683 25.5685 -15.4100  -0.038
H -15.9895 27.4520 -14.2257  0.071
H -15.5355 26.5504 -12.8801  0.073
H -17.3087 27.1415 -13.1059  0.084
H -15.3759 25.1928 -14.6554  0.141
H -16.7471 23.3119 -13.8596  0.077
H -18.1078 24.3200 -13.3841  0.082
H -16.5956 24.2651 -12.4399  0.077
H -18.0261 25.4038 -15.0116  0.081
C -30.6467 25.9979 -24.4171  -0.048
C -30.1064 26.8605 -23.2627  -0.515
C -29.8754 26.1743 -21.9118  -0.051
O -28.8374 27.3718 -23.6451  -0.063
H -30.5784 26.7224 -25.2286  0.078
H -31.5744 25.5208 -24.1011  0.080
H -29.9273 25.2381 -24.7224  0.078
H -30.7547 27.7324 -23.1753  0.127
H -29.2046 25.3549 -22.1700  0.077
H -30.8381 25.7179 -21.6816  0.074
H -29.3695 26.7265 -21.1198  0.079
H -29.0997 28.2467 -23.9406  0.084

Entry 2:
Density functional theory data (ωB97M-V with the def2-TZVPD basis set) for a structure of composition C18H38F2IN3O6PtS2.

Multiplicity = 4
Energy above the lowest of the compared OMol25 structures with the same formula, charge and spin = 1.585 eV
E_HOMO (spin up / spin down) = -12.9 / -12.6 eV
Expectation value of S² = 3.769
DFT total energy = -2736.8220 a.u.
Net charge = +1

Last column: Mulliken spin population.
Cartesian coordinates (Å):
Pt -0.4382 -0.2941 -0.7877  1.294
N -0.9777 1.3806 -1.9227  0.079
S -0.5454 2.8742 -2.1041  -0.004
O -1.6088 3.9397 -1.9288  0.035
O 0.5587 3.1894 -3.0028  0.001
F 0.1232 2.9400 -0.5919  0.000
S -2.1297 1.6730 -3.2816  0.004
O -1.6226 2.0672 -4.5814  0.007
O -3.5221 1.9640 -2.8539  0.004
F -2.2835 0.0848 -3.5991  0.006
I -0.5418 -2.6166 -2.2946  0.931
C 1.8716 -2.0039 1.1037  0.037
C 2.9610 -1.4991 0.1045  -0.037
C 3.5635 -2.7967 -0.6211  0.021
C 4.2221 -2.5997 -1.9828  -0.001
C 3.5210 -1.5392 -2.8232  0.023
C 3.0113 -0.1904 -2.1376  -0.031
N 2.3046 -0.5971 -0.8766  0.257
O 1.7192 0.5214 -0.2712  0.040
C 4.1426 0.7813 -1.7972  0.029
C 2.0033 0.3317 -3.2023  0.034
C 4.1757 -0.8057 0.8323  0.038
H 2.1752 -2.8862 1.6672  -0.003
H 0.9167 -2.2311 0.6298  -0.006
H 1.8194 -1.2819 1.9186  0.006
H 4.2223 -3.3792 0.0231  -0.001
H 2.8250 -3.5983 -0.6307  0.000
H 4.3433 -3.5839 -2.4352  -0.001
H 5.2380 -2.2593 -1.7826  -0.001
H 2.7524 -2.1508 -3.2959  0.007
H 4.1135 -1.1131 -3.6328  0.001
H 4.8840 0.1869 -1.2634  0.000
H 4.8391 0.9325 -2.6218  0.000
H 3.8387 1.6611 -1.2298  -0.001
H 0.9142 0.3001 -3.1707  -0.006
H 2.2413 1.3631 -3.4626  0.000
H 2.1251 -0.2651 -4.1062  0.004
H 4.1490 0.2816 0.9048  -0.002
H 5.1844 -1.2176 0.7997  0.003
H 3.9751 -1.0135 1.8833  -0.004
H 2.4819 1.0272 0.0187  0.020
C -4.3940 -1.0275 2.0960  0.014
C -3.5138 -0.1994 1.0659  -0.029
C -4.1611 1.1721 1.2230  0.001
C -3.8731 1.9332 2.5119  0.000
C -2.3971 1.9919 2.4244  0.003
C -1.6453 0.6551 2.4206  -0.050
N -2.0502 -0.1515 1.2589  0.178
O -1.5074 -1.3713 1.2276  0.034
C -0.1973 1.1406 2.2846  0.065
C -1.6258 0.0172 3.8832  0.016
C -3.8908 -0.5250 -0.3773  -0.004
H -5.3384 -1.2997 1.6246  -0.001
H -4.7686 -0.4590 2.9473  0.000
H -4.0182 -1.9610 2.5150  -0.001
H -3.8618 1.8594 0.4316  0.000
H -5.2486 1.1765 1.1491  -0.001
H -4.2362 1.4657 3.4272  0.000
H -4.2918 2.9272 2.3543  0.000
H -2.0943 2.4568 3.3626  0.000
H -2.0406 2.6511 1.6329  0.002
H -0.0605 1.5007 1.2649  -0.026
H 0.1309 2.0025 2.8656  0.000
H 0.6507 0.4668 2.4071  -0.001
H -1.3865 0.8464 4.5490  -0.001
H -2.6273 -0.2471 4.2227  0.001
H -1.0013 -0.8655 4.0209  0.000
H -3.5863 0.1380 -1.1872  0.012
H -4.9771 -0.4924 -0.4614  -0.001
H -3.6031 -1.5310 -0.6829  -0.002
H -1.9319 -1.8484 1.9443  0.008

Entry 3:
Density functional theory data (ωB97M-V with the def2-TZVPD basis set) for the molecule C15H20N4O4.

Energy above the lowest of the compared OMol25 structures with the same formula, charge and spin = 2.963 eV
E_HOMO = -9.0 eV
SMILES = CC(=O)NC1CCN(CC(=O)Nc2cccc([N+](=O)[O-])c2)CC1
DFT total energy = -1103.5278 a.u.
Net charge = 0

Last column: natural (NBO) charge in e.
Cartesian coordinates (Å):
C -4.7184 -3.4608 -0.1943  -0.712
C -3.8071 -2.3570 0.2979  0.684
O -3.1576 -2.4200 1.3172  -0.619
N -3.7757 -1.2754 -0.5220  -0.622
H -4.3684 -1.2505 -1.3364  0.389
C -2.9813 -0.1065 -0.2300  -0.056
C -2.1503 0.3207 -1.4474  -0.408
C -1.7199 1.7871 -1.2955  -0.230
N -1.6036 2.0935 0.1219  -0.469
C -0.7638 3.2396 0.3964  -0.307
C 0.7164 2.9096 0.2086  0.677
O 1.5496 3.7554 -0.0196  -0.601
N 0.9523 1.5767 0.3532  -0.621
C 2.1417 0.8779 0.2012  0.146
C 2.0860 -0.5130 0.1666  -0.183
C 3.2578 -1.2376 0.0107  0.021
C 4.4924 -0.6105 -0.1037  -0.208
C 4.5369 0.7713 -0.0688  -0.192
C 3.3792 1.5148 0.0799  -0.207
H 3.4181 2.5914 0.0985  0.259
H 5.4844 1.2790 -0.1597  0.223
H 5.3823 -1.2076 -0.2227  0.248
N 3.1854 -2.6763 -0.0511  0.527
O 4.2289 -3.2933 -0.0525  -0.374
O 2.0847 -3.1821 -0.1086  -0.378
H 1.1478 -1.0399 0.2608  0.239
H 0.1073 1.0286 0.4986  0.429
H -1.0026 4.1219 -0.2183  0.204
H -0.8923 3.5259 1.4451  0.229
C -2.9176 2.1896 0.7436  -0.208
C -3.8379 1.0785 0.2259  -0.420
H -4.5195 0.7633 1.0155  0.229
H -4.4364 1.4327 -0.6161  0.195
H -3.3818 3.1720 0.5560  0.174
H -2.7727 2.0830 1.8225  0.203
H -2.4461 2.4561 -1.7846  0.173
H -0.7535 1.9485 -1.7769  0.215
H -1.2798 -0.3289 -1.5418  0.216
H -2.7476 0.2086 -2.3545  0.202
H -2.3284 -0.4001 0.5982  0.239
H -4.3839 -3.8126 -1.1676  0.228
H -5.7389 -3.0948 -0.2840  0.224
H -4.6935 -4.2853 0.5115  0.243

Entry 4:
Density functional theory data (ωB97M-V with the def2-TZVPD basis set) for the molecule C4H8O2.

Energy above the lowest of the compared OMol25 structures with the same formula, charge and spin = 2.673 eV
E_HOMO = -9.2 eV
SMILES = CO[C@H]1C[C@H]1O
DFT total energy = -307.6142 a.u.
Net charge = 0

Last column: natural (NBO) charge in e.
Cartesian coordinates (Å):
C 1.5274 -0.2176 -0.9457  -0.245
O 0.1678 -0.3233 -1.2802  -0.523
C -0.7378 -0.6374 -0.2604  0.054
C -0.4335 -0.3918 1.2067  -0.500
C -1.3193 0.5495 0.4381  0.074
O -0.8586 1.8120 0.0810  -0.681
H 1.9293 -1.1233 -0.4750  0.177
H 1.7299 0.6367 -0.3017  0.144
H 2.0261 -0.0277 -1.8927  0.200
H -1.3562 -1.5021 -0.5006  0.194
H 0.5518 -0.0426 1.5126  0.223
H -0.9115 -1.0506 1.9283  0.228
H -2.3732 0.6077 0.6706  0.190
H 0.0578 1.7105 -0.1810  0.464